Density functional theory data (wB97M-V/def2-TZVPD) for a structure of composition C49H43F5N3O7PRuS3 at a distorted geometry.

```
112
C49H43F5N3O7PRuS3, DFT wB97M-V/def2-TZVPD
Ru 0.2391 0.0486 -0.1200
F 1.6135 1.9513 6.4398
C 1.5739 2.0548 5.1057
C 1.7003 0.9380 4.3072
F 1.8770 -0.2641 4.8667
C 1.6623 1.0764 2.9353
F 1.7919 -0.0535 2.2145
C 1.4983 2.2877 2.2740
S 1.4589 2.4453 0.5348
C 1.3979 3.3886 3.1244
F 1.2797 4.6254 2.6144
C 1.4216 3.2860 4.5012
F 1.3012 4.3859 5.2615
O -2.5398 -1.0294 1.3567
S -1.1522 -1.1820 1.8929
O -0.9897 -0.8377 3.3038
O -1.6316 -1.3036 -0.9410
C -1.0643 -2.9953 1.8419
C -1.9046 -3.6884 2.7042
C -2.0383 -5.0575 2.5616
C -1.3474 -5.7219 1.5504
C -0.4959 -5.0257 0.7086
C -0.3353 -3.6470 0.8601
P 0.8945 -2.6656 -0.0706
C 1.1793 -3.7524 -1.5223
C 0.2780 -3.6311 -2.5827
C 0.3930 -4.4329 -3.7086
C 1.4176 -5.3662 -3.7957
C 2.3104 -5.5025 -2.7420
C 2.1907 -4.7058 -1.6106
C 2.3707 -2.9157 0.9909
C 3.6440 -2.8023 0.4372
C 4.7748 -2.9069 1.2330
C 4.6492 -3.1056 2.6010
C 3.3854 -3.1836 3.1679
C 2.2533 -3.0879 2.3705
H -2.4489 -3.1377 3.4630
H -2.6907 -5.6121 3.2264
H -1.4671 -6.7916 1.4246
H 0.0498 -5.5560 -0.0620
H -0.5181 -2.9024 -2.5121
H -0.3174 -4.3242 -4.5200
H 1.5183 -5.9878 -4.6770
H 3.1069 -6.2352 -2.7972
H 2.8799 -4.8448 -0.7888
H 3.7554 -2.6072 -0.6225
H 5.7549 -2.8080 0.7811
H 5.5317 -3.1822 3.2256
H 3.2726 -3.3080 4.2385
H 1.2787 -3.1254 2.8395
C 0.8231 2.7508 -3.5182
C 0.7915 1.6350 -4.5687
C -0.4876 0.8181 -4.4772
C -1.4435 1.0093 -5.4647
C -2.7094 0.4519 -5.3551
C -3.0370 -0.2374 -4.2053
C -2.1117 -0.4488 -3.1803
C -2.6642 -1.0027 -1.8734
C -3.5559 -2.2386 -2.0511
C -0.8013 -0.0015 -3.3613
N 0.2279 -0.2926 -2.4300
C 1.3651 -0.7066 -2.8837
C 2.5361 -0.6334 -2.0986
C 3.8801 -0.7279 -2.4935
C 4.6220 -0.2445 -1.4180
C 3.6944 0.1152 -0.4202
N 2.4446 -0.1175 -0.8248
H 1.7537 3.3209 -3.5775
H 0.7444 2.3513 -2.5076
H -0.0205 3.4291 -3.6591
H 1.6923 1.0322 -4.4730
H 0.8268 2.0799 -5.5647
H -1.1969 1.6272 -6.3214
H -3.4448 0.5969 -6.1373
H -4.0487 -0.6013 -4.0820
H -3.2702 -0.1906 -1.4572
H -1.9682 -1.1165 -0.0444
H -4.5401 -1.9847 -2.4457
H -3.6950 -2.7035 -1.0742
H -3.0889 -2.9666 -2.7184
H 1.4516 -1.0521 -3.9151
H 4.2434 -1.0662 -3.4547
H 5.6959 -0.1489 -1.3519
H 3.8940 0.5299 0.5545
C 1.7170 6.3119 -3.3584
C 0.6925 6.2873 -2.2539
C 1.0279 6.7232 -0.9727
C 0.1078 6.6802 0.0579
C -1.1594 6.1703 -0.1918
C -1.5263 5.7515 -1.4599
C -0.5983 5.8277 -2.4876
S -2.2962 5.9841 1.1397
O -2.0526 7.0544 2.0680
O -3.6054 5.7856 0.5817
N -1.8391 4.5757 1.8313
C -2.8089 3.4759 1.9810
C -2.9485 2.7039 0.6824
C -1.7851 1.7811 0.4227
O -1.0848 1.3804 1.3810
O -1.5723 1.3795 -0.7610
H 2.6587 5.8777 -3.0165
H 1.9211 7.3349 -3.6849
H 1.3756 5.7421 -4.2234
H 2.0310 7.0877 -0.7793
H 0.3621 7.0257 1.0513
H -2.5239 5.3665 -1.6299
H -0.8761 5.5061 -3.4851
H -1.2513 4.7655 2.6330
H -3.7793 3.8390 2.3183
H -2.4007 2.8070 2.7358
H -3.0696 3.3753 -0.1658
H -3.8380 2.0675 0.7216
```

Computed properties:
Highest occupied orbital energy (alpha / beta) in eV: -4.8 / -4.8
Total charge: -1
LUMO energy (alpha / beta) in eV: 2.295 / 1.572
Gap between HOMO and LUMO (alpha / beta) in eV: 7.1 / 6.4
Maximum force in Eh/bohr: 0.0328
Spin multiplicity: 6
ΔE to the lowest compared entry with this formula, charge and spin in kJ/mol: 52.3